Molecular formula: C27H74O13
Method: DFT, ωB97M-V with the def2-TZVPD basis set

```
114
Properties=species:S:1:pos:R:3:mulliken_charge:R:1
C 12.64126 -8.32082 -4.03418 -1.10
C 13.10753 -6.87906 -4.16093 0.30
C 14.60527 -6.71997 -3.83363 -1.52
O 12.83401 -6.49566 -5.51343 -0.36
H 11.56259 -8.45609 -4.13058 0.21
H 12.93138 -8.78316 -3.08700 0.41
H 13.04916 -8.95594 -4.82577 0.25
H 12.57638 -6.18260 -3.51817 0.40
H 14.96670 -5.74591 -4.16834 0.39
H 15.17949 -7.54574 -4.24600 0.35
H 14.72248 -6.61911 -2.75184 0.42
H 13.37317 -7.01521 -6.11788 0.16
C 10.73111 -9.28157 -9.83153 -0.57
C 11.67669 -10.05606 -8.89771 0.61
C 13.10931 -9.88314 -9.32533 -1.24
O 11.52906 -9.47008 -7.60404 -0.34
H 10.85174 -9.62668 -10.85828 0.47
H 10.85548 -8.19545 -9.83730 0.09
H 9.70872 -9.41566 -9.47118 -0.31
H 11.28773 -11.07117 -9.01231 0.29
H 13.83500 -10.37874 -8.67621 0.33
H 13.40380 -8.82902 -9.31275 0.15
H 13.31053 -10.19287 -10.35426 0.39
H 11.56426 -10.13219 -6.90718 0.21
C 5.22072 -4.65214 -0.57299 -1.38
C 6.43240 -5.47614 -0.95770 0.54
C 6.79668 -5.26303 -2.43034 -0.73
O 7.57992 -5.19082 -0.18752 -0.53
H 5.09798 -4.67865 0.52214 0.40
H 4.24939 -5.00284 -0.92560 0.35
H 5.23752 -3.57400 -0.75596 0.34
H 6.17511 -6.53950 -0.85359 0.05
H 7.70328 -5.80004 -2.69916 0.14
H 6.98509 -4.21581 -2.68061 0.27
H 5.95510 -5.54414 -3.06832 0.23
H 7.29763 -4.95778 0.70438 0.33
C 8.17492 -6.53450 -7.73307 -0.36
C 8.12550 -6.04178 -6.27385 0.98
C 8.53888 -7.18490 -5.32889 -1.04
O 8.99901 -4.94535 -6.10726 0.21
H 9.20012 -6.83131 -7.97358 -0.12
H 7.91261 -5.76941 -8.46376 -0.06
H 7.50808 -7.38949 -7.85352 0.17
H 7.12719 -5.71473 -5.98221 0.14
H 9.61891 -7.33623 -5.33325 0.03
H 8.03780 -8.09813 -5.65464 0.23
H 8.22491 -6.91013 -4.32549 -0.08
H 9.87571 -5.17379 -6.44200 -0.16
C 5.32431 -9.98820 -10.23607 -1.38
C 5.99885 -10.78454 -9.13249 0.51
C 6.96683 -11.81489 -9.74577 -1.27
O 6.72664 -9.88670 -8.28828 -0.32
H 4.65890 -10.62405 -10.83272 0.45
H 6.02478 -9.69912 -11.02509 0.33
H 4.77874 -9.14903 -9.81272 0.27
H 5.32041 -11.31329 -8.46718 0.29
H 7.30088 -12.51947 -8.97784 0.35
H 7.93339 -11.42018 -10.07519 0.27
H 6.48089 -12.32526 -10.57594 0.37
H 7.48699 -9.54967 -8.77378 0.08
C 2.35820 -5.21422 -8.26850 -1.44
C 3.75576 -4.79827 -7.87499 1.07
C 4.79430 -5.12474 -8.97264 -0.82
O 3.79782 -3.38080 -7.66961 -0.59
H 1.77083 -5.65645 -7.45557 0.34
H 2.35999 -6.01314 -9.02046 0.33
H 1.67896 -4.46384 -8.67377 0.35
H 4.09235 -5.24527 -6.93774 -0.14
H 5.71781 -4.66270 -8.61405 0.03
H 4.57690 -4.53574 -9.86585 0.41
H 4.93260 -6.19911 -9.07076 0.17
H 4.08385 -2.93050 -8.46938 0.32
C 10.01832 -0.68010 -5.73943 -1.11
C 10.03570 -0.87540 -4.22882 0.45
C 9.34227 -2.17655 -3.77925 -1.11
O 11.41500 -1.02010 -3.87594 -0.56
H 9.00178 -0.63324 -6.12561 0.31
H 10.58690 -1.46534 -6.24314 0.12
H 10.57669 0.21859 -6.01133 0.40
H 9.56402 -0.00439 -3.75419 0.20
H 9.79590 -3.08116 -4.17523 0.19
H 8.27562 -2.10779 -4.01209 0.33
H 9.44789 -2.22388 -2.68853 0.48
H 11.44329 -1.33018 -2.96497 0.34
O 6.87204 -2.16488 -9.39684 -0.48
C 7.76144 -2.62763 -8.39958 1.05
C 9.17846 -2.89742 -8.86605 -0.46
O 9.84649 -1.79352 -9.48893 -0.54
H 7.30066 -1.68624 -10.10749 0.28
H 7.79625 -1.87544 -7.60124 -0.06
H 7.40476 -3.50490 -7.85835 -0.46
H 9.15385 -3.79297 -9.50797 0.40
H 9.86646 -3.12057 -8.04826 0.02
H 9.30130 -1.54822 -10.24786 0.36
O 4.79268 -9.62991 -5.48374 -0.58
C 5.23986 -8.90976 -4.35437 0.53
C 4.14240 -8.00918 -3.79012 0.13
O 2.90844 -8.68443 -3.69213 -0.56
H 5.57784 -9.89744 -5.97574 0.20
H 5.59392 -9.62340 -3.59572 0.33
H 6.07390 -8.22417 -4.54922 -0.31
H 4.19721 -7.06362 -4.36088 -0.09
H 4.46569 -7.52621 -2.86008 -0.03
H 2.93007 -9.26127 -4.46957 0.39
O 11.60193 -4.59214 -10.54807 -0.60
C 12.69032 -5.11994 -9.78082 -0.64
C 12.30099 -5.59212 -8.40502 0.17
O 11.91548 -4.56071 -7.49896 -0.43
H 11.01313 -4.18444 -9.90390 0.32
H 13.03022 -5.98744 -10.35246 0.35
H 13.48298 -4.36721 -9.74788 0.32
H 13.12385 -6.13802 -7.92947 0.13
H 11.54308 -6.38752 -8.41887 0.01
H 12.05693 -4.92632 -6.61128 0.31
```

Values from the calculation:
energy = -55813.38765 eV
energy above the lowest of the compared OMol25 structures with the same formula, charge and spin = 50.50 kcal per mole
max |F| = 0.0378 hartree/bohr
SMILES = CC(C)O.CC(C)O.CC(C)O.CC(C)O.CC(C)O.CC(C)O.CC(C)O.OCCO.OCCO.OCCO
total charge = 0
HOMO = -9.875 eV